# 1
ORCA calculation (the ωB97M-V functional and the def2-TZVPD basis) on 2 unconnected molecules or ions with the total composition C5H12O.

Geometry as ORCA input:
```
! RIJCOSX wB97M-V def2-TZVPD def2/J DEFGRID3
* xyz 0 1
C 2.36069 -1.55720 -1.11812
C 1.32767 -0.46801 -1.04939
C 1.02869 0.20393 0.05317
C -0.08763 1.22773 0.16278
C -0.60860 1.76603 -1.16848
H 3.07353 -1.48560 -0.29527
H 1.88983 -2.54156 -1.11897
H 2.96003 -1.50398 -2.03162
H 0.83891 -0.23995 -1.99049
H 1.56526 0.03495 0.98177
H 0.30877 2.05387 0.75721
H -0.91670 0.74093 0.68127
H 0.22276 2.02759 -1.82787
H -1.12879 0.97597 -1.71812
H -1.27867 2.60690 -1.01528
O -3.50920 -1.21214 3.77009
H -3.91087 -2.04957 3.53021
H -4.13570 -0.57989 3.39710
*
```

For the LUMO energy, the calculation gives 0.905 eV. For the energy relative to the best compared isomer or geometry (same formula, charge and spin), the calculation gives 20.2 kcal/mol. Its gap between HOMO and LUMO is 10.024 eV. For the HOMO energy, the calculation gives -9.1193 eV.

***

# 2
ORCA calculation (the ωB97M-V functional and the def2-TZVPD basis) on 3 unconnected molecules or ions with the total composition C5H12O.

Geometry as ORCA input:
```
! RIJCOSX wB97M-V def2-TZVPD def2/J DEFGRID3
* xyz 0 1
C -0.06854 1.52299 -2.32790
C -0.43730 1.15435 -0.90508
O 0.30228 -0.00860 -0.56862
C -0.09858 -0.68524 0.56240
C 0.58606 -1.96726 0.68433
C -0.41662 -0.01418 1.76157
H -0.33652 0.71365 -3.01367
H 1.00896 1.69564 -2.40531
H -0.59136 2.43359 -2.63702
H -0.18529 1.97223 -0.21650
H -1.51487 0.95533 -0.81088
H -0.85752 -1.58437 0.27185
H 0.26997 -2.62602 1.48661
H 1.68116 -1.11641 1.85204
H 0.96953 -2.42523 -0.22436
H -0.70489 1.03252 1.74925
H 1.25395 -0.44606 2.18429
H -0.86040 -0.60693 2.55698
*
```

For the LUMO energy, the calculation gives 1.032 eV. For the energy relative to the best compared isomer or geometry (same formula, charge and spin), the calculation gives 131.6 kcal/mol. Its gap between HOMO and LUMO is 8.966 eV. For the HOMO energy, the calculation gives -7.9333 eV.

***

# 3
ORCA calculation (the ωB97M-V functional and the def2-TZVPD basis) on a molecular structure, C5H12O.

Geometry as ORCA input:
```
! RIJCOSX wB97M-V def2-TZVPD def2/J DEFGRID3
* xyz 0 1
C 2.71441 0.46891 0.22869
O 1.45124 0.68818 -0.07093
C 0.48889 -0.17399 0.07411
C -0.88196 0.24822 -0.35968
C -1.59286 1.07145 0.72693
C -1.71200 -0.98156 -0.73750
H 2.48552 -1.09698 -0.97649
H 2.93157 -0.22356 1.03701
H 3.35734 1.31324 0.02166
H 1.74927 -1.36899 -1.06864
H 0.62920 -0.95656 0.82109
H -0.75983 0.88153 -1.24805
H -1.01025 1.95994 0.99229
H -2.58111 1.39859 0.38236
H -1.73346 0.47352 1.63599
H -1.24210 -1.54056 -1.55265
H -1.81662 -1.65650 0.12151
H -2.71969 -0.68762 -1.05076
*
```

For the LUMO energy (alpha / beta), the calculation gives 0.823 / 0.805 eV. For the energy relative to the best compared isomer or geometry (same formula, charge and spin), the calculation gives 102.1 kcal/mol. Its gap between HOMO and LUMO (alpha / beta) is 8.184 / 8.109 eV. For the HOMO energy (alpha / beta), the calculation gives -7.3609 / -7.3033 eV.

***

# 4
ORCA calculation (the ωB97M-V functional and the def2-TZVPD basis) on 2 unconnected molecules or ions with the total composition C5H12O.

Geometry as ORCA input:
```
! RIJCOSX wB97M-V def2-TZVPD def2/J DEFGRID3
* xyz 0 1
C 2.35466 -0.39544 -0.58952
C 1.46667 -0.95381 0.53074
C 0.32784 -0.05377 0.85719
O -0.82803 -0.57739 1.15479
C -1.92725 0.06849 1.40706
C -1.62650 0.81823 -1.27871
H 3.22820 -1.03802 -0.74346
H 2.72167 0.60804 -0.34409
H 1.81152 -0.32674 -1.53862
H 2.08585 -1.11740 1.42514
H 1.06511 -1.92930 0.23291
H 0.46456 1.00559 1.06900
H -0.78329 0.54249 -0.62587
H -1.89642 1.14740 1.50744
H -2.82376 -0.52547 1.47103
H -2.16946 1.69015 -0.90789
H -2.32589 -0.01247 -1.40026
H -1.14550 1.04940 -2.22689
*
```

For the LUMO energy (alpha / beta), the calculation gives 0.997 / 0.962 eV. For the energy relative to the best compared isomer or geometry (same formula, charge and spin), the calculation gives 94.0 kcal/mol. Its gap between HOMO and LUMO (alpha / beta) is 8.013 / 8.134 eV. For the HOMO energy (alpha / beta), the calculation gives -7.0163 / -7.1728 eV.

***

# 5
ORCA calculation (the ωB97M-V functional and the def2-TZVPD basis) on 2 unconnected molecules or ions with the total composition C5H12O.

Geometry as ORCA input:
```
! RIJCOSX wB97M-V def2-TZVPD def2/J DEFGRID3
* xyz 0 1
C 1.58888 0.97838 -0.64945
C 0.39971 0.74299 -0.09835
C -0.64440 -0.17973 -0.67780
C -1.55780 0.64234 -1.59458
C -1.45108 -0.88838 0.41334
H 2.29157 1.69345 -0.23120
H 1.90084 0.46172 -1.55724
H 0.10990 1.28946 0.80219
H -0.13484 -0.93879 -1.28870
H -0.97627 1.11041 -2.39560
H -2.05080 1.44126 -1.02710
H -2.33533 0.01586 -2.04556
H -1.94406 -0.15844 1.06829
H -0.81519 -1.52624 1.03682
H -2.23461 -1.51434 -0.02847
O 2.85548 -1.28588 0.91454
H 2.16224 -0.61477 0.85969
H 2.96878 -1.54545 -0.00659
*
```

For the LUMO energy, the calculation gives 1.022 eV. For the energy relative to the best compared isomer or geometry (same formula, charge and spin), the calculation gives 17.6 kcal/mol. Its gap between HOMO and LUMO is 11.030 eV. For the HOMO energy, the calculation gives -10.0083 eV.

***

# 6
ORCA calculation (the ωB97M-V functional and the def2-TZVPD basis) on 2 unconnected molecules or ions with the total composition C5H12O in a non-equilibrium geometry.

Geometry as ORCA input:
```
! RIJCOSX wB97M-V def2-TZVPD def2/J DEFGRID3
* xyz 0 1
C 2.83878 -2.25194 -0.53226
C 1.76951 -1.39830 -1.07347
C 1.15374 -0.48455 -0.31673
C 0.15515 0.38911 -0.99994
C -1.05705 0.41226 -0.15364
H 3.27698 -2.03686 0.46590
H 3.57356 -2.23632 -1.33821
H 2.59277 -3.38062 -0.62440
H 1.72043 -1.29527 -2.19442
H 1.43633 -0.35627 0.78753
H 0.49990 1.39453 -1.20566
H -0.02382 -0.13773 -1.98932
H -1.89882 -0.02536 -0.79496
H -1.26502 1.41140 0.34660
H -1.12973 -0.17840 0.83067
O -3.67779 2.67315 2.42231
H -4.38352 2.21806 2.98444
H -4.13755 3.23814 1.80953
*
```

For the LUMO energy, the calculation gives 0.920 eV. For the energy relative to the best compared isomer or geometry (same formula, charge and spin), the calculation gives 48.1 kcal/mol. Its gap between HOMO and LUMO is 9.695 eV. For the HOMO energy, the calculation gives -8.7752 eV.

***

# 7
ORCA calculation (the ωB97M-V functional and the def2-TZVPD basis) on a single C5H12O molecule in a non-equilibrium geometry.

Geometry as ORCA input:
```
! RIJCOSX wB97M-V def2-TZVPD def2/J DEFGRID3
* xyz 0 1
C 1.92837 -0.28433 -0.87431
C 0.83241 -0.60862 0.14391
C -0.56832 0.00247 -0.08090
C -1.65466 -0.91660 0.47989
C -0.57940 1.41214 0.75433
O -0.88326 0.20150 -1.44739
H 1.83021 -0.75079 -1.86491
H 2.89751 -0.60417 -0.47805
H 1.98593 0.80147 -1.00908
H 1.01562 -0.00772 1.02142
H 0.84720 -1.66971 0.44251
H -1.44809 -1.10921 1.53666
H -1.73222 -1.89009 -0.02854
H -2.61969 -0.41524 0.37938
H -0.41864 1.34398 1.85530
H -1.54658 1.90513 0.63419
H 0.18496 2.15531 0.44783
H -0.07134 0.43449 -1.91224
*
```

For the LUMO energy, the calculation gives 0.951 eV. For the energy relative to the best compared isomer or geometry (same formula, charge and spin), the calculation gives 15.5 kcal/mol. Its gap between HOMO and LUMO is 10.986 eV. For the HOMO energy, the calculation gives -10.0348 eV.

***

# 8
ORCA calculation (the ωB97M-V functional and the def2-TZVPD basis) on a single C5H12O molecule.

Geometry as ORCA input:
```
! RIJCOSX wB97M-V def2-TZVPD def2/J DEFGRID3
* xyz 0 1
C -2.54056 -0.17789 0.19187
C -1.25860 0.11164 -0.59386
C 0.01208 0.18980 0.28897
O -0.10869 -0.62177 1.45060
C 1.31747 -0.22626 -0.43271
C 2.55063 0.56027 0.00998
H -3.38479 -0.33499 -0.48822
H -2.43369 -1.08151 0.79784
H -2.80200 0.63801 0.87537
H -1.12670 -0.66123 -1.36321
H -1.38095 1.05443 -1.14432
H 0.08535 1.21038 0.69106
H -0.22779 -1.52098 1.11500
H 1.48794 -1.28561 -0.18555
H 1.20710 -0.18799 -1.52351
H 3.47597 0.10204 -0.35977
H 2.51029 1.58667 -0.36928
H 2.61488 0.60221 1.10364
*
```

For the LUMO energy, the calculation gives 1.090 eV. For the energy relative to the best compared isomer or geometry (same formula, charge and spin), the calculation gives 8.9 kcal/mol. Its gap between HOMO and LUMO is 11.217 eV. For the HOMO energy, the calculation gives -10.1266 eV.

***

# 9
ORCA calculation (the ωB97M-V functional and the def2-TZVPD basis) on a single C5H12O molecule.

Geometry as ORCA input:
```
! RIJCOSX wB97M-V def2-TZVPD def2/J DEFGRID3
* xyz 0 1
C 0.82777 -2.39647 0.17074
C -0.18904 -1.33275 -0.23189
C 0.22540 0.07606 0.20741
O 1.61040 0.31310 -0.02391
C -0.61540 1.18018 -0.45761
C -0.92624 2.37392 0.44427
H 0.47693 -3.40203 -0.08105
H 1.78118 -2.23010 -0.33781
H 1.02919 -2.36346 1.24726
H -0.33566 -1.34679 -1.32266
H -1.17007 -1.55681 0.20888
H 0.13322 0.13656 1.29961
H 1.76109 0.20327 -0.97357
H -0.03098 1.52236 -1.32152
H -1.55155 0.77270 -0.85974
H -1.28346 3.22977 -0.13876
H -1.70621 2.12624 1.17366
H -0.03658 2.69425 0.99670
*
```

For the LUMO energy, the calculation gives 1.079 eV. For the energy relative to the best compared isomer or geometry (same formula, charge and spin), the calculation gives 6.2 kcal/mol. Its gap between HOMO and LUMO is 11.224 eV. For the HOMO energy, the calculation gives -10.1441 eV.

***

# 10
ORCA calculation (the ωB97M-V functional and the def2-TZVPD basis) on 2 unconnected molecules or ions with the total composition C5H12O in a non-equilibrium geometry.

Geometry as ORCA input:
```
! RIJCOSX wB97M-V def2-TZVPD def2/J DEFGRID3
* xyz 0 1
C 0.13843 0.81405 0.10682
C 0.42231 -0.44639 0.35305
C -0.11477 -1.05731 1.63763
C 1.18620 -1.36354 -0.66662
C 0.33260 -1.38832 -1.85747
H -0.44095 1.48086 0.75558
H 0.45286 1.19991 -0.86964
H 0.68740 -1.01963 2.39375
H -0.48273 -2.09468 1.56648
H -0.94429 -0.41195 1.97231
H 1.27606 -2.35477 -0.18203
H 2.19985 -0.92179 -0.71982
H 0.45542 -0.44839 -2.42143
H -0.74167 -1.54272 -1.66068
H 0.69978 -2.22216 -2.47915
O -1.33950 4.02144 0.56658
H -1.59921 3.60617 1.42001
H -2.18781 4.14921 0.08461
*
```

For the LUMO energy, the calculation gives 0.821 eV. For the energy relative to the best compared isomer or geometry (same formula, charge and spin), the calculation gives 29.9 kcal/mol. Its gap between HOMO and LUMO is 9.927 eV. For the HOMO energy, the calculation gives -9.1057 eV.

***

# 11
ORCA calculation (the ωB97M-V functional and the def2-TZVPD basis) on a single C5H12O molecule.

Geometry as ORCA input:
```
! RIJCOSX wB97M-V def2-TZVPD def2/J DEFGRID3
* xyz 0 1
C 2.59919 -0.19683 0.37673
C 1.40719 0.57702 -0.16762
O 0.35268 -0.31343 -0.47492
C -0.95791 0.20827 -0.27867
C -1.87757 -0.49518 -1.26706
C -1.37179 -0.02015 1.18536
H 2.87166 -1.01419 -0.29771
H 2.37561 -0.62638 1.35877
H 3.46600 0.46591 0.48193
H 1.08592 1.32756 0.57001
H 1.69239 1.12181 -1.08083
H -0.95456 1.28296 -0.51826
H -2.88177 -0.05511 -1.25269
H -1.96403 -1.55821 -1.01702
H -1.47190 -0.40278 -2.27873
H -1.30625 0.88334 1.79975
H -0.67818 -0.76379 1.58435
H -2.38668 -0.42079 1.27661
*
```

For the LUMO energy, the calculation gives 1.183 eV. For the energy relative to the best compared isomer or geometry (same formula, charge and spin), the calculation gives 13.6 kcal/mol. Its gap between HOMO and LUMO is 10.744 eV. For the HOMO energy, the calculation gives -9.5612 eV.

***

# 12
ORCA calculation (the ωB97M-V functional and the def2-TZVPD basis) on 2 unconnected molecules or ions with the total composition C5H12O.

Geometry as ORCA input:
```
! RIJCOSX wB97M-V def2-TZVPD def2/J DEFGRID3
* xyz 0 1
C 1.63923 1.10518 -0.36689
C 0.42917 0.90979 0.15415
C -0.57209 -0.09833 -0.34786
C -1.64161 0.62297 -1.17652
C -1.19019 -0.88825 0.80903
H 2.31643 1.86773 0.00797
H 1.99221 0.50289 -1.20385
H 0.09674 1.53216 0.98857
H -0.04538 -0.80319 -1.00682
H -1.18516 1.14963 -2.02138
H -2.17326 1.36396 -0.56677
H -2.37952 -0.08861 -1.56443
H -1.71471 -0.21833 1.50243
H -0.41614 -1.42776 1.36510
H -1.92159 -1.61498 0.43788
O 2.30263 -1.50232 1.34003
H 2.06794 -0.57433 1.20876
H 2.39531 -1.83821 0.44060
*
```

For the LUMO energy, the calculation gives 1.015 eV. For the energy relative to the best compared isomer or geometry (same formula, charge and spin), the calculation gives 16.1 kcal/mol. Its gap between HOMO and LUMO is 11.046 eV. For the HOMO energy, the calculation gives -10.0310 eV.

***

# 13
ORCA calculation (the ωB97M-V functional and the def2-TZVPD basis) on a single C5H12O molecule.

Geometry as ORCA input:
```
! RIJCOSX wB97M-V def2-TZVPD def2/J DEFGRID3
* xyz 0 1
C -0.74804 1.05782 -0.57147
C -0.61218 -0.42960 -0.23153
C -1.91283 -0.95864 0.38871
C 0.64505 -0.59983 0.63898
C 1.89227 0.03116 -0.01783
O 2.01519 1.45043 0.14781
H -1.32669 1.23754 -1.47953
H 0.22825 1.52577 -0.67733
H -1.21248 1.58052 0.27298
H -0.44329 -1.00423 -1.15639
H -2.13768 -0.45022 1.33460
H -1.89405 -2.03727 0.58524
H -2.75624 -0.76381 -0.28730
H 0.47198 -0.17544 1.63762
H 0.86444 -1.66907 0.79196
H 1.84856 -0.22763 -1.08729
H 2.79910 -0.40618 0.40724
H 2.27865 1.83867 -0.69645
*
```

For the LUMO energy, the calculation gives 0.986 eV. For the energy relative to the best compared isomer or geometry (same formula, charge and spin), the calculation gives 13.9 kcal/mol. Its gap between HOMO and LUMO is 10.924 eV. For the HOMO energy, the calculation gives -9.9375 eV.